C84H202N14O18 | the ωB97M-V functional and the def2-TZVPD basis

Element x y z (Å)
1 C -0.569 -2.450 4.183
2 O -0.776 -1.341 5.095
3 C -2.065 -0.805 5.109
4 C -2.313 0.158 3.988
5 N -3.715 0.360 3.822
6 C -4.518 -0.483 2.927
7 C -4.166 -0.390 1.491
8 O -4.621 0.850 0.948
9 C -4.307 0.935 -0.425
10 H 0.313 -2.267 3.522
11 H -1.489 -2.682 3.685
12 H -0.298 -3.377 4.786
13 H -2.198 -0.401 6.130
14 H -2.836 -1.603 5.029
15 H -1.764 -0.258 3.114
16 H -1.876 1.152 4.186
17 H -3.955 1.344 3.690
18 H -5.506 -0.104 3.186
19 H -4.462 -1.539 3.201
20 H -4.592 -1.223 0.945
21 H -3.072 -0.439 1.347
22 H -4.526 1.971 -0.746
23 H -4.881 0.249 -1.061
24 H -3.215 0.656 -0.546
25 C 9.151 -4.077 6.170
26 O 9.402 -3.942 4.846
27 C 9.527 -5.208 4.161
28 C 9.010 -4.991 2.737
29 N 7.582 -5.179 2.489
30 C 6.855 -4.081 2.972
31 C 5.405 -4.238 2.499
32 O 4.467 -3.559 3.333
33 C 3.209 -3.476 2.711
34 H 8.301 -4.781 6.349
35 H 8.844 -3.151 6.569
36 H 10.024 -4.550 6.632
37 H 9.055 -6.060 4.704
38 H 10.575 -5.589 4.175
39 H 9.563 -5.689 2.097
40 H 9.319 -3.948 2.543
41 H 7.392 -6.043 2.970
42 H 7.213 -3.089 2.713
43 H 6.833 -4.050 4.119
44 H 5.089 -5.293 2.359
45 H 5.361 -3.875 1.478
46 H 2.528 -3.072 3.421
47 H 2.841 -4.513 2.420
48 H 3.224 -2.879 1.753
49 C 0.268 -4.245 1.223
50 O 0.727 -2.930 1.497
51 C 0.983 -2.216 0.288
52 C -0.192 -1.372 -0.176
53 N -0.573 -0.351 0.793
54 C 0.369 0.831 0.860
55 C -0.256 2.021 1.646
56 O -1.570 2.319 1.146
57 C -2.155 3.390 1.810
58 H -0.396 -4.591 2.040
59 H 1.111 -4.983 1.104
60 H -0.332 -4.288 0.329
61 H 1.243 -2.858 -0.555
62 H 1.912 -1.613 0.371
63 H -0.969 -2.086 -0.312
64 H -0.023 -1.014 -1.199
65 H -1.441 0.012 0.327
66 H 0.653 1.303 -0.093
67 H 1.284 0.479 1.315
68 H 0.451 2.849 1.654
69 H -0.343 1.784 2.702
70 H -2.103 3.229 2.895
71 H -3.147 3.414 1.325
72 H -1.690 4.347 1.593
73 C 1.864 -0.336 6.980
74 O 2.315 0.641 6.035
75 C 1.848 0.587 4.707
76 C 2.461 1.722 3.924
77 N 1.870 3.029 4.369
78 C 2.545 4.153 3.736
79 C 1.920 5.516 3.975
80 O 0.599 5.449 3.414
81 C -0.224 6.574 3.707
82 H 2.481 -0.175 7.836
83 H 1.914 -1.357 6.620
84 H 0.812 -0.248 7.197
85 H 0.760 0.470 4.729
86 H 2.161 -0.335 4.170
87 H 2.417 1.581 2.798
88 H 3.486 1.785 4.189
89 H 0.877 3.091 4.301
90 H 2.618 3.982 2.653
91 H 3.569 4.162 4.202
92 H 2.569 6.329 3.533
93 H 1.922 5.688 5.037
94 H -1.289 6.293 3.706
95 H -0.059 7.459 3.055
96 H -0.111 6.891 4.795
97 C -2.423 6.100 -2.593
98 C -3.103 4.724 -2.526
99 C -3.219 4.210 -3.916
100 O -4.303 4.933 -4.569
101 C -4.061 5.159 -5.911
102 N -2.187 3.852 -1.758
103 H -2.342 6.626 -1.596
104 H -3.062 6.819 -3.164
105 H -1.518 6.041 -3.171
106 H -4.123 4.804 -2.160
107 H -3.448 3.123 -4.007
108 H -2.253 4.432 -4.366
109 H -3.027 5.483 -6.075
110 H -4.673 6.025 -6.186
111 H -4.433 4.342 -6.502
112 H -1.459 4.451 -1.314
113 H -2.568 3.245 -1.040
114 C 1.970 7.604 -0.204
115 C 2.143 6.111 -0.516
116 C 3.445 5.692 0.030
117 O 3.636 4.307 -0.001
118 C 4.860 3.877 0.575
119 N 0.975 5.388 0.016
120 H 1.134 8.080 -0.763
121 H 2.927 8.105 -0.501
122 H 1.770 7.851 0.839
123 H 2.051 6.007 -1.630
124 H 3.559 6.091 1.051
125 H 4.220 6.207 -0.575
126 H 4.796 2.785 0.633
127 H 4.906 4.273 1.628
128 H 5.766 4.249 0.035
129 H 1.086 5.457 1.022
130 H 0.909 4.432 -0.351
131 C -1.205 -0.632 -4.673
132 C -1.689 0.668 -4.047
133 C -3.137 0.577 -3.574
134 O -4.043 0.786 -4.665
135 C -5.369 0.647 -4.292
136 N -0.875 1.010 -2.899
137 H -0.906 -1.258 -3.823
138 H -0.317 -0.562 -5.235
139 H -1.958 -1.070 -5.339
140 H -1.791 1.481 -4.764
141 H -3.331 1.402 -2.816
142 H -3.424 -0.350 -3.087
143 H -5.588 -0.313 -3.752
144 H -5.974 0.741 -5.185
145 H -5.613 1.486 -3.559
146 H 0.092 1.089 -3.185
147 H -1.107 1.960 -2.536
148 C -0.210 5.225 8.751
149 C 0.292 4.072 7.904
150 C -0.744 3.680 6.902
151 O -1.899 3.241 7.567
152 C -2.792 2.837 6.600
153 N 1.477 4.547 7.149
154 H -0.951 4.771 9.374
155 H -0.469 6.060 8.118
156 H 0.564 5.553 9.433
157 H 0.524 3.216 8.546
158 H -0.364 2.866 6.323
159 H -0.983 4.499 6.158
160 H -2.819 3.527 5.739
161 H -3.754 2.737 7.030
162 H -2.537 1.867 6.207
163 H 1.815 3.823 6.502
164 H 2.249 4.683 7.802
165 C -3.980 -4.783 1.490
166 C -4.123 -5.301 2.965
167 C -2.843 -5.756 3.596
168 O -2.139 -6.683 2.785
169 C -0.955 -7.168 3.351
170 N -4.686 -4.289 3.830
171 H -3.513 -5.602 0.986
172 H -3.382 -3.816 1.452
173 H -4.936 -4.545 1.130
174 H -4.730 -6.247 2.885
175 H -3.171 -6.307 4.465
176 H -2.154 -4.951 3.906
177 H -1.100 -7.622 4.344
178 H -0.203 -6.413 3.485
179 H -0.586 -7.891 2.655
180 H -5.674 -4.114 3.581
181 H -4.633 -4.620 4.775
182 C 9.292 -2.150 -4.224
183 C 7.967 -1.474 -4.296
184 C 7.512 -0.918 -2.961
185 O 7.579 -1.896 -1.903
186 C 6.852 -1.524 -0.774
187 N 8.012 -0.296 -5.135
188 H 9.266 -2.979 -3.484
189 H 10.053 -1.362 -3.986
190 H 9.625 -2.533 -5.240
191 H 7.278 -2.247 -4.630
192 H 6.463 -0.641 -2.939
193 H 8.194 -0.085 -2.766
194 H 7.089 -2.230 0.020
195 H 5.795 -1.353 -0.927
196 H 7.246 -0.595 -0.342
197 H 7.916 -0.560 -6.119
198 H 8.896 0.186 -5.008
199 C -8.812 1.839 2.655
200 C -8.309 2.871 1.683
201 C -9.503 3.839 1.361
202 C -9.063 5.255 0.927
203 C -7.989 5.815 1.879
204 C -6.728 4.909 2.006
205 N -7.196 3.581 2.391
206 O -6.133 2.698 2.727
207 C -5.996 4.977 0.700
208 C -5.792 5.489 3.008
209 C -7.948 2.307 0.299
210 H -9.289 2.322 3.521
211 H -8.053 1.167 3.016
212 H -9.616 1.303 2.172
213 H -10.116 3.332 0.628
214 H -10.001 3.993 2.309
215 H -9.808 6.071 1.064
216 H -8.684 5.315 -0.152
217 H -8.379 5.946 2.904
218 H -7.647 6.755 1.442
219 H -5.212 4.172 0.696
220 H -6.619 4.844 -0.071
221 H -5.523 5.968 0.674
222 H -5.570 6.537 2.850
223 H -6.350 5.350 3.936
224 H -4.860 4.926 3.040
225 H -8.747 1.983 -0.360
226 H -7.143 1.529 0.485
227 H -7.434 3.153 -0.178
228 H -5.730 2.410 1.885
229 C 2.156 -2.807 -3.650
230 C 3.275 -3.873 -3.772
231 C 2.979 -5.114 -2.938
232 C 1.720 -5.879 -3.477
233 C 1.912 -6.246 -4.895
234 C 2.335 -5.087 -5.859
235 N 3.422 -4.332 -5.172
236 O 3.861 -3.321 -6.050
237 C 2.950 -5.611 -7.241
238 C 1.040 -4.259 -6.134
239 C 4.521 -3.193 -3.255
240 H 2.375 -1.926 -4.254
241 H 1.157 -3.119 -3.987
242 H 2.105 -2.471 -2.565
243 H 3.903 -5.732 -3.011
244 H 2.856 -4.728 -1.889
245 H 1.573 -6.814 -2.877
246 H 0.809 -5.331 -3.307
247 H 0.995 -6.653 -5.427
248 H 2.678 -6.979 -5.000
249 H 3.980 -6.017 -7.046
250 H 2.940 -4.868 -8.027
251 H 2.352 -6.440 -7.614
252 H 0.264 -4.277 -5.374
253 H 0.572 -4.643 -7.055
254 H 1.137 -3.185 -6.375
255 H 5.417 -3.808 -3.366
256 H 4.590 -2.260 -3.738
257 H 4.286 -2.944 -2.224
258 H 3.315 -2.509 -6.056
259 C -1.266 -6.405 -1.343
260 C -2.351 -5.923 -2.354
261 C -3.630 -6.815 -2.231
262 C -4.881 -6.038 -2.663
263 C -5.104 -4.688 -2.082
264 C -3.896 -3.749 -2.292
265 N -2.718 -4.523 -1.973
266 O -1.620 -3.683 -2.280
267 C -4.000 -3.321 -3.778
268 C -4.076 -2.520 -1.391
269 C -1.840 -6.126 -3.836
270 H -1.615 -6.203 -0.315
271 H -0.310 -5.893 -1.509
272 H -1.194 -7.493 -1.419
273 H -3.533 -7.694 -2.789
274 H -3.682 -7.093 -1.129
275 H -5.706 -6.661 -2.324
276 H -5.077 -5.981 -3.715
277 H -5.387 -4.695 -1.014
278 H -5.947 -4.278 -2.577
279 H -3.851 -4.198 -4.420
280 H -4.981 -2.897 -4.016
281 H -3.269 -2.551 -4.054
282 H -5.072 -2.143 -1.441
283 H -4.049 -2.722 -0.317
284 H -3.472 -1.659 -1.625
285 H -1.306 -7.071 -3.874
286 H -1.065 -5.385 -4.038
287 H -2.689 -6.284 -4.545
288 H -1.466 -3.644 -3.233
289 C 2.984 0.504 -2.062
290 C 3.495 1.562 -3.009
291 C 3.741 0.779 -4.413
292 C 3.935 1.751 -5.609
293 C 2.708 2.686 -5.587
294 C 2.475 3.505 -4.364
295 N 2.362 2.533 -3.248
296 O 1.979 3.132 -1.972
297 C 3.496 4.578 -4.276
298 C 1.122 4.165 -4.472
299 C 4.770 2.225 -2.539
300 H 1.966 0.214 -2.307
301 H 2.953 0.815 -0.988
302 H 3.575 -0.421 -2.130
303 H 4.501 -0.006 -4.325
304 H 2.821 0.279 -4.610
305 H 3.866 1.256 -6.613
306 H 4.890 2.276 -5.618
307 H 1.802 2.100 -5.749
308 H 2.840 3.316 -6.476
309 H 3.553 5.113 -3.333
310 H 4.488 4.136 -4.371
311 H 3.299 5.360 -5.007
312 H 0.963 4.925 -3.701
313 H 0.964 4.667 -5.423
314 H 0.430 3.353 -4.447
315 H 5.214 1.603 -1.759
316 H 4.638 3.197 -2.073
317 H 5.427 2.530 -3.326
318 H 2.731 3.629 -1.638

Computed properties:
Orbital gap   0.314 Eh
Molecular weight   1696.62 g/mol
DFT total energy   -148084.39220 eV
F_max   0.083 Eh/bohr
HOMO   -8.023 eV